Entry 1:
Here is 8 unconnected molecules or ions with the total composition C38H48NO20 at a distorted geometry from OMol25. Energies are from wB97M-V/def2-TZVPD.

Element x y z (Å)
C1 -0.901 2.574 -0.536
N1 -0.663 1.314 0.387
C2 -1.661 1.444 1.556
C3 -1.000 0.024 -0.328
C4 0.677 1.360 0.888
C5 1.039 0.342 1.942
O1 2.484 0.378 2.136
H1 -1.975 2.562 -0.977
H2 -0.230 2.505 -1.430
H3 -0.680 3.597 -0.207
H4 -2.727 1.599 1.350
H5 -1.145 2.019 2.003
H6 -1.513 0.535 2.222
H7 -2.231 0.030 -0.652
H8 -0.942 -0.696 0.264
H9 -0.235 -0.022 -1.174
H10 1.151 2.349 1.453
H11 1.290 1.433 0.047
H12 0.827 -0.697 1.638
H13 0.745 0.473 2.834
H14 2.680 -0.355 2.745
C6 2.771 3.334 6.484
C7 1.425 3.291 5.742
C8 1.316 3.628 4.389
O2 0.245 3.456 3.822
C9 2.345 4.257 3.726
C10 3.784 4.439 4.409
C11 3.912 3.946 5.849
O3 4.986 4.031 6.447
O4 4.892 4.996 3.884
O5 0.314 2.733 6.348
H15 2.987 2.993 7.628
H16 2.195 4.697 2.826
H17 4.680 5.336 3.009
H18 -0.295 2.563 5.765
C12 -6.174 -1.095 1.457
C13 -7.592 -1.664 1.470
C14 -7.973 -2.713 0.745
O6 -9.041 -3.237 0.906
C15 -6.957 -3.305 -0.188
C16 -5.597 -2.805 -0.250
C17 -5.142 -1.696 0.563
O7 -4.074 -1.110 0.451
O8 -4.720 -3.226 -1.180
O9 -8.636 -1.181 2.375
H19 -5.861 -0.341 2.072
H20 -7.297 -3.983 -0.899
H21 -4.830 -4.034 -1.298
H22 -9.350 -1.697 2.254
C18 0.210 -2.744 -3.068
C19 -0.975 -3.059 -2.147
C20 -1.091 -4.230 -1.304
O10 -2.076 -4.606 -0.686
C21 0.085 -5.230 -1.361
C22 1.311 -4.853 -2.117
C23 1.373 -3.633 -2.997
O11 2.540 -3.316 -3.370
O12 2.483 -5.537 -2.106
O13 -2.080 -2.236 -2.103
H23 0.271 -1.908 -3.706
H24 0.139 -6.157 -0.804
H25 2.428 -6.376 -1.455
H26 -2.855 -2.459 -1.562
C24 5.053 -0.409 -1.227
C25 6.466 0.040 -1.099
C26 7.380 -0.360 0.062
O14 8.459 0.010 0.303
C27 6.779 -1.156 1.016
C28 5.213 -1.714 0.960
C29 4.509 -1.303 -0.280
O15 3.285 -1.717 -0.218
O16 4.550 -2.209 2.094
O17 7.172 0.799 -1.931
H27 4.437 -0.003 -2.154
H28 7.240 -1.306 1.831
H29 5.196 -2.382 2.844
H30 7.974 1.040 -1.748
C30 -2.246 -4.069 2.737
C31 -1.282 -3.006 3.022
O18 -1.097 -2.039 2.231
C32 -0.615 -2.990 4.424
H31 -2.940 -4.297 3.490
H32 -1.596 -5.082 2.710
H33 -2.946 -3.830 1.793
H34 0.090 -2.336 4.249
H35 -0.035 -3.992 4.449
H36 -1.157 -2.944 5.358
C33 -2.158 1.403 -5.488
C34 -2.737 2.614 -4.714
O19 -2.716 2.692 -3.500
C35 -2.926 3.914 -5.484
H37 -1.660 0.670 -4.813
H38 -1.395 1.875 -6.127
H39 -2.873 0.960 -6.230
H40 -2.302 3.988 -6.197
H41 -2.755 4.847 -4.695
H42 -4.003 4.003 -5.930
C36 1.608 4.268 -4.464
C37 1.249 2.781 -4.268
O20 0.759 2.278 -3.262
C38 1.814 1.929 -5.445
H43 2.632 4.589 -3.832
H44 0.689 4.952 -4.187
H45 2.079 4.444 -5.537
H46 1.994 2.481 -6.235
H47 1.150 1.108 -5.559
H48 2.596 1.424 -5.134

Results
net charge	+1
HOMO-LUMO gap	6.218	eV

***

Entry 2:
Here is a molecular structure, C38H49BrN4O4RuS3Si from OMol25. Energies are from wB97M-V/def2-TZVPD.

Element x y z (Å)
Ru1 -0.042 -0.180 -0.116
S1 0.038 -0.209 -2.668
C1 0.844 -1.689 -2.311
N1 1.059 -1.965 -1.049
C2 1.620 -3.225 -0.871
C3 1.925 -3.838 0.341
C4 2.458 -5.112 0.319
C5 2.695 -5.775 -0.888
C6 2.397 -5.175 -2.097
C7 1.852 -3.898 -2.075
S2 1.333 -2.913 -3.418
H1 1.759 -3.317 1.274
H2 2.702 -5.604 1.251
H3 3.118 -6.770 -0.878
H4 2.578 -5.689 -3.032
O1 -2.143 0.527 -0.433
C8 -2.538 1.695 -0.442
C9 -1.757 2.888 -0.269
C10 -2.472 4.098 -0.271
C11 -1.806 5.283 -0.145
C12 -0.409 5.324 -0.050
C13 0.307 4.158 -0.052
C14 -0.335 2.900 -0.146
O2 0.393 1.830 -0.132
N2 -2.570 6.536 -0.113
O3 -1.940 7.568 -0.019
O4 -3.779 6.455 -0.175
H5 -3.614 1.852 -0.605
H6 -3.550 4.099 -0.371
H7 0.082 6.284 0.026
H8 1.386 4.166 0.015
S3 -1.103 -3.914 2.618
C15 -0.790 -2.295 2.172
N3 -1.035 -1.984 0.936
C16 -1.529 -3.081 0.231
C17 -1.918 -3.084 -1.109
C18 -2.351 -4.271 -1.656
C19 -2.414 -5.444 -0.890
C20 -2.058 -5.446 0.441
C21 -1.615 -4.246 0.994
H9 -0.409 -1.575 2.881
H10 -1.886 -2.173 -1.696
H11 -2.655 -4.298 -2.694
H12 -2.759 -6.360 -1.349
H13 -2.120 -6.347 1.036
C22 -1.714 2.196 5.215
C23 -1.943 2.584 3.749
C24 -3.442 2.621 3.422
C25 -1.291 3.937 3.440
C26 -1.318 1.558 2.895
N4 -0.838 0.747 2.239
H14 -2.207 2.932 5.850
H15 -0.652 2.188 5.460
H16 -2.132 1.214 5.437
H17 -3.919 3.377 4.046
H18 -3.916 1.660 3.619
H19 -3.608 2.889 2.378
H20 -1.750 4.697 4.075
H21 -1.444 4.222 2.399
H22 -0.220 3.917 3.643
C27 4.799 3.457 2.894
C28 3.713 2.577 2.251
C29 2.339 3.083 2.715
C30 3.759 2.788 0.728
Si1 3.980 0.746 2.741
Br1 2.654 -0.445 1.251
C31 3.291 0.275 4.466
C32 3.706 -1.146 4.875
C33 1.757 0.304 4.505
C34 3.818 1.260 5.525
C35 5.728 0.060 2.380
C36 6.299 0.625 1.071
C37 5.746 -1.471 2.236
C38 6.680 0.457 3.525
H23 4.587 4.505 2.664
H24 5.792 3.237 2.502
H25 4.836 3.363 3.981
H26 2.205 4.108 2.352
H27 2.246 3.114 3.802
H28 1.525 2.478 2.304
H29 3.639 3.859 0.533
H30 2.953 2.260 0.218
H31 4.703 2.491 0.280
H32 3.377 -1.891 4.147
H33 3.231 -1.386 5.832
H34 4.780 -1.252 5.014
H35 1.330 -0.436 3.827
H36 1.342 1.273 4.235
H37 1.425 0.065 5.520
H38 4.907 1.312 5.551
H39 3.485 0.929 6.514
H40 3.435 2.270 5.376
H41 5.653 0.414 0.216
H42 7.263 0.146 0.879
H43 6.477 1.698 1.118
H44 5.167 -1.801 1.374
H45 5.377 -1.995 3.115
H46 6.781 -1.788 2.077
H47 6.715 1.535 3.690
H48 7.692 0.136 3.265
H49 6.422 -0.023 4.469

Results
multiplicity	6
net charge	+1
HOMO-LUMO gap (spin up / spin down)	7.802 / 6.148	eV

***

Entry 3:
Here is a molecular structure, C38H49ClDyN4O4P at a distorted geometry from OMol25. Energies are from wB97M-V/def2-TZVPD.

Element x y z (Å)
O1 2.865 -0.247 -0.992
C1 4.141 -0.004 -0.758
C2 4.824 -1.322 -0.424
C3 4.087 -2.401 0.044
H1 3.005 -2.309 0.135
C4 4.734 -3.594 0.375
H2 4.149 -4.432 0.749
C5 6.112 -3.706 0.227
H3 6.617 -4.634 0.486
C6 6.843 -2.620 -0.259
H4 7.919 -2.701 -0.387
C7 6.199 -1.433 -0.583
H5 6.762 -0.578 -0.956
H6 4.565 0.372 -1.696
C8 4.085 2.472 -0.254
C9 4.414 1.103 0.262
H7 4.608 3.252 0.299
H8 2.999 2.685 -0.172
H9 4.319 2.516 -1.304
C10 4.788 0.785 1.557
C11 4.963 1.761 2.689
H10 4.942 -0.263 1.795
H11 5.977 1.731 3.057
H12 4.297 1.504 3.527
H13 4.724 2.783 2.385
Dy1 1.232 0.409 0.246
Cl1 2.515 1.722 1.888
C12 -0.533 1.426 2.280
O2 -0.492 1.353 1.024
N1 -1.643 1.816 2.854
C13 -2.675 2.528 2.118
C14 -1.860 1.560 4.258
H14 0.335 1.187 2.908
H15 -2.412 2.566 1.066
H16 -2.775 3.550 2.507
H17 -3.636 2.010 2.239
H18 -1.082 0.881 4.626
H19 -2.839 1.093 4.407
H20 -1.819 2.497 4.826
H21 1.251 -4.196 -2.828
H22 -1.028 -3.941 -1.349
C15 1.600 -3.441 -2.112
C16 -0.476 -3.141 -0.847
N2 0.501 -2.569 -1.726
H23 2.406 -2.855 -2.568
C17 0.545 -1.282 -2.051
O3 0.018 -0.373 -1.365
H24 -1.171 -2.347 -0.532
H25 1.043 -1.032 -2.989
H26 1.987 -3.950 -1.218
H27 0.001 -3.506 0.063
H28 0.088 4.882 -2.750
H29 0.503 3.434 -5.035
C18 1.113 4.536 -2.560
C19 1.412 3.065 -4.546
N3 1.293 3.196 -3.109
H30 1.305 4.519 -1.488
C20 1.427 2.149 -2.323
O4 1.215 2.250 -1.071
H31 1.555 2.005 -4.791
H32 1.735 1.201 -2.791
H33 1.818 5.223 -3.044
H34 2.271 3.644 -4.908
N4 -0.476 -1.153 1.028
P1 -2.050 -0.792 0.779
C21 -2.750 0.756 -0.335
C22 -1.967 1.608 -1.116
C23 -2.476 2.628 -1.931
C24 -3.841 2.807 -2.024
C25 -4.671 1.955 -1.307
C26 -4.130 0.955 -0.493
C27 -3.218 -1.753 -0.477
C28 -2.978 -1.605 -1.858
C29 -3.758 -2.207 -2.834
C30 -4.848 -2.989 -2.443
C31 -5.121 -3.146 -1.091
C32 -4.317 -2.535 -0.109
C33 -2.982 -1.049 2.401
C34 -4.280 -0.552 2.658
C35 -4.965 -0.826 3.841
C36 -4.367 -1.614 4.816
C37 -3.086 -2.117 4.601
C38 -2.404 -1.843 3.413
H35 -0.875 1.563 -1.147
H36 -1.795 3.269 -2.497
H37 -4.246 3.592 -2.656
H38 -5.755 2.073 -1.399
H39 -4.874 0.298 -0.021
H40 -2.150 -0.981 -2.223
H41 -3.532 -2.066 -3.898
H42 -5.467 -3.456 -3.211
H43 -5.982 -3.751 -0.797
H44 -4.586 -2.676 0.945
H45 -4.806 0.071 1.926
H46 -5.972 -0.425 3.986
H47 -4.911 -1.832 5.736
H48 -2.620 -2.740 5.369
H49 -1.404 -2.258 3.256

Results
multiplicity	6
HOMO-LUMO gap (spin up / spin down)	6.985 / 6.983	eV

***

Entry 4:
Here is a molecular structure, C38H49ClF6N2O7PS2Se2Si2TeW at a distorted geometry from OMol25. Energies are from wB97M-V/def2-TZVPD.

Element x y z (Å)
W1 -0.400 -0.057 -1.076
Se1 0.531 1.769 -2.306
P1 -0.126 0.092 -3.482
Se2 0.873 -2.016 -1.337
C1 -1.396 -0.170 -4.743
C2 -1.448 0.749 -5.800
C3 -2.380 0.606 -6.812
C4 -3.280 -0.452 -6.774
C5 -3.231 -1.363 -5.729
C6 -2.292 -1.225 -4.718
C7 1.428 -0.291 -4.365
C8 2.661 -0.033 -3.765
C9 3.845 -0.327 -4.414
C10 3.830 -0.897 -5.680
C11 2.614 -1.178 -6.278
C12 1.424 -0.883 -5.625
H1 -0.753 1.579 -5.819
H2 -2.413 1.325 -7.619
H3 -4.022 -0.560 -7.555
H4 -3.931 -2.186 -5.689
H5 -2.268 -1.937 -3.904
H6 2.693 0.401 -2.774
H7 4.784 -0.114 -3.920
H8 4.758 -1.126 -6.188
H9 2.580 -1.639 -7.257
H10 0.494 -1.140 -6.112
C13 -2.458 3.706 -3.046
N1 -2.914 2.688 -2.120
C14 -3.916 3.228 -1.217
C15 -3.455 1.565 -2.854
C16 -3.560 0.240 -2.126
C17 -4.842 -0.325 -2.166
C18 -5.120 -1.599 -1.714
C19 -4.080 -2.362 -1.209
C20 -2.812 -1.814 -1.130
C21 -2.505 -0.503 -1.545
H11 -3.280 4.083 -3.685
H12 -1.682 3.302 -3.697
H13 -2.039 4.549 -2.498
H14 -4.818 3.551 -1.770
H15 -3.513 4.075 -0.675
H16 -4.205 2.468 -0.485
H17 -2.851 1.430 -3.750
H18 -4.471 1.808 -3.219
H19 -5.647 0.273 -2.580
H20 -6.130 -1.986 -1.755
H21 -4.245 -3.374 -0.859
H22 -2.022 -2.447 -0.740
F1 0.739 2.482 3.060
C22 -0.574 2.539 2.824
F2 -1.114 3.376 3.700
F3 -1.089 1.323 3.050
S1 -0.977 3.089 1.069
O1 -1.271 1.863 0.351
O2 -2.061 4.000 1.271
N2 0.342 3.691 0.468
S2 0.953 5.063 0.989
O3 2.306 5.138 0.529
O4 0.633 5.382 2.348
C23 0.088 6.384 -0.005
F4 0.924 7.408 -0.204
F5 -0.990 6.846 0.624
F6 -0.288 5.925 -1.202
O5 -1.098 -0.646 0.780
C24 -1.435 -1.657 1.565
C25 -0.597 -2.778 1.680
C26 -0.871 -3.800 2.567
C27 -2.005 -3.753 3.371
C28 -2.859 -2.673 3.242
C29 -2.606 -1.629 2.352
C30 -3.662 -0.559 2.302
O6 -4.675 -0.640 2.960
O7 -3.459 0.477 1.494
H23 -2.570 0.427 1.083
H24 0.280 -2.824 1.043
H25 -0.191 -4.643 2.630
H26 -2.226 -4.549 4.069
H27 -3.765 -2.603 3.827
C31 2.704 -1.527 7.702
Si1 1.831 -1.693 6.051
C32 1.775 -3.492 5.529
C33 0.099 -0.999 6.155
C34 2.805 -0.726 4.757
Te1 1.722 -0.714 2.905
C35 3.142 -1.873 1.874
Si2 4.688 -0.973 1.213
C36 6.111 -2.155 1.554
C37 4.567 -0.685 -0.632
C38 5.003 0.632 2.125
H28 2.183 -2.098 8.472
H29 2.735 -0.484 8.023
H30 3.731 -1.891 7.652
H31 1.101 -4.062 6.171
H32 2.763 -3.955 5.580
H33 1.403 -3.596 4.506
H34 -0.435 -1.456 6.991
H35 -0.486 -1.196 5.253
H36 0.107 0.081 6.314
H37 3.784 -1.167 4.562
H38 2.951 0.313 5.055
H39 2.590 -2.295 1.029
H40 3.412 -2.682 2.559
H41 5.956 -3.113 1.054
H42 6.219 -2.350 2.623
H43 7.055 -1.742 1.192
H44 3.873 -1.386 -1.102
H45 5.550 -0.807 -1.095
H46 4.195 0.318 -0.844
H47 5.154 0.472 3.195
H48 4.185 1.340 1.988
H49 5.907 1.101 1.729
Cl1 1.728 0.716 0.604

Results
net charge	-1
HOMO-LUMO gap (spin up / spin down)	4.344 / 3.871	eV